Formula: C40H36ClIrN3Si2
Source: OMol25
Level of theory: the ωB97M-V functional and the def2-TZVPD basis

Values from the calculation:
* energy above the lowest of the compared OMol25 structures with the same formula, charge and spin: 2.4584 eV
* Kohn-Sham gap (spin up / spin down): 4.90 / 5.90 eV
* multiplicity: 5
* HOMO energy (spin up / spin down): -0.32264 / -0.38195 hartree
* net charge: +1

Structure (XYZ):
```
83
Properties=species:S:1:pos:R:3:forces:R:3:mulliken_spin:R:1
C 2.842167 -1.986232 2.216162 0.68 0.72 0.69 0.36
C 2.200375 -0.802843 1.670015 -0.26 1.19 0.86 0.17
C 1.082854 -0.456351 2.630228 1.30 0.97 0.60 -0.15
H 2.635097 -0.125134 0.929087 0.07 -0.31 0.30 0.01
C 1.165280 -1.417561 3.708090 0.80 0.53 1.06 0.32
C 2.282255 -2.255862 3.481870 -0.21 0.04 0.23 0.04
H 2.711211 -2.945295 4.226692 -0.56 0.08 -0.67 0.01
H 3.687853 -2.500526 1.759020 -0.32 0.17 0.22 0.02
H 0.556003 0.482938 2.706856 0.47 -0.31 0.41 0.03
H 0.543615 -1.351432 4.615499 0.45 -0.31 -0.65 0.02
Ir 0.429271 -1.747913 1.278802 -1.04 -1.20 -2.00 1.01
Si -1.449451 -0.670199 -1.416245 1.33 0.51 -0.29 0.02
C -0.177808 -0.523901 -2.783589 -0.46 1.12 -0.41 0.00
C -0.675823 -0.390667 -4.105653 0.63 -0.18 0.03 0.00
H -1.767910 -0.276901 -4.310130 1.10 -0.35 0.23 0.00
C 0.238391 -0.364756 -5.167321 0.33 0.19 -0.07 0.00
H -0.161716 -0.270036 -6.192253 0.46 -0.11 0.59 0.00
C 1.637000 -0.397348 -4.923963 -0.73 0.29 0.09 0.00
H 2.349479 -0.329466 -5.753082 -0.39 -0.15 0.27 0.00
C 2.120981 -0.393937 -3.609094 -0.24 0.08 0.01 0.01
H 3.205613 -0.339680 -3.414729 -0.67 -0.03 -0.14 0.00
C 1.214274 -0.430296 -2.539983 -0.30 -0.22 -0.60 0.00
H 1.610710 -0.375901 -1.519147 -0.28 -0.34 -0.52 -0.01
C -1.060324 0.748152 -0.101095 1.04 -0.35 1.71 0.06
C 0.306293 1.177106 0.248742 -1.14 -2.00 0.06 0.33
H 1.196358 0.839304 -0.268616 -0.52 0.21 -0.35 -0.20
C 0.559313 2.174894 1.322226 0.67 0.96 -0.76 0.18
H 1.613803 2.472689 1.540091 -1.05 -0.55 -0.17 -0.01
C -0.493478 2.345390 2.305958 -1.19 -0.67 0.48 0.36
H -0.264272 2.832752 3.254402 -0.18 -0.01 -0.35 0.00
C -1.737903 1.795859 2.045271 0.62 0.57 1.66 -0.07
H -2.523719 1.866544 2.811014 0.44 0.11 -0.39 0.01
C -2.032326 1.054732 0.896745 -0.53 -0.63 -0.78 0.35
H -3.024674 0.579957 0.876579 0.45 0.42 -0.46 -0.02
H -1.092697 -1.233341 1.362291 0.79 0.21 0.33 -0.03
Si -0.265678 2.901542 -0.235674 -0.20 3.70 -2.73 -0.05
C -1.643920 4.215826 -0.133878 -0.77 -0.65 0.24 0.02
C -1.326687 5.487661 0.405112 0.08 -0.32 -0.34 0.04
H -0.334542 5.665031 0.889343 -0.99 -0.08 -0.48 0.01
C -2.254367 6.529219 0.270829 -0.63 -0.24 -0.44 0.01
H -1.981679 7.521675 0.656609 -0.32 -0.48 -0.26 0.00
C -3.507744 6.304337 -0.381459 0.43 -0.14 0.24 0.00
H -4.227299 7.122034 -0.554232 0.60 -0.36 0.32 0.00
C -3.865984 5.019301 -0.831085 0.39 0.14 0.07 0.00
H -4.849181 4.821361 -1.320575 0.97 0.28 0.54 0.00
C -2.932457 3.979861 -0.691552 0.53 0.30 0.06 0.02
H -3.200912 2.981343 -1.052407 0.15 0.30 0.12 0.00
C 0.685368 3.188752 -1.856323 0.00 0.02 0.81 0.00
C 2.058201 3.481498 -1.813252 -0.13 -0.02 -0.49 0.04
H 2.553104 3.634419 -0.842010 -0.08 -0.15 -0.56 0.00
C 2.766354 3.632518 -3.013176 0.09 0.15 -0.18 0.00
H 3.826343 3.890406 -2.980599 -0.28 -0.09 0.00 0.00
C 2.132503 3.490276 -4.259909 -0.56 -0.25 0.75 0.01
H 2.685149 3.604430 -5.198637 -0.20 -0.05 0.47 0.00
C 0.756891 3.191882 -4.280568 0.13 0.08 0.04 0.00
H 0.245023 3.055807 -5.236005 0.16 0.11 0.30 0.00
C 0.026764 3.069533 -3.091104 0.08 0.02 -0.08 0.02
H -1.066830 2.896759 -3.126983 0.76 0.02 -0.04 0.00
H -1.173289 -1.996116 -0.865224 -0.68 0.02 0.21 0.01
Cl -3.374906 -0.447614 -2.108967 0.30 0.12 0.31 0.00
C -3.084819 -3.983997 5.015325 0.15 0.06 -0.06 0.07
C -2.369687 -5.055195 4.462093 0.24 0.32 -0.20 -0.03
C -1.419832 -4.873503 3.441052 -0.84 0.07 0.99 0.09
C -1.215078 -3.572019 2.972935 0.06 -0.43 -0.66 -0.09
C -1.896988 -2.470587 3.526091 0.16 -0.43 0.09 0.08
C -2.821457 -2.693579 4.558182 0.50 0.10 -0.61 -0.04
N -0.300823 -3.440990 1.872598 -1.55 -2.43 1.05 0.35
N 0.075270 -4.615972 1.354768 0.76 0.68 -1.05 0.41
C 1.044875 -4.470005 0.392410 -0.70 0.62 0.82 -0.05
C 1.703637 -5.583152 -0.171810 0.09 -0.39 0.09 0.08
C 2.726401 -5.375579 -1.075908 -0.18 0.44 0.45 -0.01
C 3.093304 -4.039428 -1.351800 0.25 0.56 0.05 0.10
C 2.450849 -2.975966 -0.730064 -0.25 -0.80 -0.56 0.01
N 1.382263 -3.184547 0.073017 1.07 -0.67 -1.06 0.10
H -3.834819 -4.129180 5.808106 0.51 -0.08 -0.47 0.00
H -2.549558 -6.045100 4.846628 -0.02 -0.22 0.00 0.00
H -0.850393 -5.700967 2.995953 -0.54 0.49 0.46 0.02
H -1.655017 -1.470156 3.135186 -0.42 -0.62 0.47 0.01
H -3.321694 -1.833083 4.984320 -0.10 -0.09 0.05 0.00
H 1.410215 -6.569463 0.203340 0.12 0.38 -0.36 0.00
H 3.308385 -6.192184 -1.513411 -0.42 0.24 0.17 0.00
H 3.916360 -3.820903 -2.027476 -0.13 -0.08 0.13 0.00
H 2.752287 -1.930928 -0.900552 -0.15 -0.78 0.11 -0.01
```
Positions in Å, forces in eV/Å.